# 1
The following is a quantum chemistry calculation of a molecular structure, C51H66Cl2N6O4S5SbSn, from the OMol25 dataset.

Properties
Orbital gap ... 7.0 eV
Net charge ... +1
Relative energy (zero: lowest compared OMol25 entry of this formula, charge and spin) ... 0.0 kJ/mol
Total energy ... -5978.2757 Ha
LUMO ... -3.05 eV

```
136
Properties=species:S:1:pos:R:3:forces:R:3
Sn -0.167 -0.456 0.434 0.1 0.2 0.4
S 4.745 -3.948 -4.233 0.0 0.0 0.0
C 3.734 -3.006 -3.382 0.0 0.0 -0.1
S 4.157 -1.456 -2.735 0.0 0.2 0.0
C 2.590 -1.043 -2.051 0.0 -0.1 0.0
C 1.628 -1.997 -2.127 0.0 0.0 0.1
S -0.001 -2.071 -1.526 0.1 0.1 -0.1
S 2.092 -3.439 -2.999 0.0 0.0 0.0
S 2.475 0.422 -1.109 -0.1 0.4 0.0
C -6.375 -3.195 4.752 0.0 0.0 0.0
C -5.913 -1.840 4.193 0.0 -0.1 0.0
C -7.107 -1.138 3.540 0.0 0.0 0.0
C -5.456 -0.985 5.382 0.0 0.0 0.0
C -4.750 -1.992 3.160 0.1 0.0 0.0
O -4.032 -0.754 3.058 -0.1 0.1 0.0
C -5.186 -2.362 1.732 0.0 0.0 0.0
C -5.833 -3.727 1.476 0.0 0.0 0.0
C -6.035 -3.956 -0.002 0.0 0.0 0.0
C -7.294 -3.848 -0.579 0.0 0.0 0.0
C -7.480 -4.029 -1.943 0.0 0.0 0.0
C -6.385 -4.314 -2.739 0.0 0.0 0.0
Cl -6.600 -4.519 -4.450 0.0 0.0 0.0
C -5.118 -4.436 -2.190 0.0 0.0 0.0
C -4.953 -4.259 -0.827 0.0 0.0 0.0
C -3.696 -2.972 3.707 0.1 0.0 -0.1
N -2.522 -3.038 2.849 -0.1 0.0 -0.1
C -1.558 -2.141 2.712 0.2 -0.1 0.1
N -0.764 -2.474 1.698 -0.5 0.3 -0.1
C -1.345 -3.615 1.222 0.1 -0.1 0.0
N -2.402 -3.991 1.892 0.0 0.0 0.0
H -7.292 -3.050 5.325 0.0 0.0 0.0
H -5.639 -3.622 5.437 0.0 0.0 0.0
H -6.586 -3.933 3.980 0.0 0.0 0.0
H -7.850 -0.902 4.303 0.0 0.0 0.0
H -7.595 -1.761 2.789 0.0 0.0 0.0
H -6.816 -0.195 3.070 0.0 0.0 0.0
H -6.264 -0.939 6.114 0.0 0.0 0.0
H -5.208 0.030 5.080 0.0 0.0 0.0
H -4.587 -1.407 5.890 0.0 0.0 0.0
H -4.443 -0.205 2.380 0.0 0.0 0.0
H -4.299 -2.266 1.100 0.0 -0.1 0.0
H -5.877 -1.588 1.383 0.0 0.0 0.0
H -6.803 -3.790 1.969 0.0 0.0 0.0
H -5.205 -4.524 1.879 0.0 0.0 0.0
H -8.153 -3.628 0.046 0.0 0.0 0.0
H -8.463 -3.948 -2.386 0.0 0.0 0.0
H -4.276 -4.671 -2.827 0.0 0.0 0.0
H -3.968 -4.365 -0.390 0.1 0.0 0.0
H -4.082 -3.984 3.783 0.0 0.0 0.0
H -3.365 -2.647 4.691 0.0 0.0 0.0
H -1.453 -1.280 3.352 0.0 0.0 0.0
H -0.954 -4.169 0.385 0.0 0.0 0.0
Cl -7.562 1.739 -3.646 0.0 0.0 0.0
C -6.040 1.379 -2.903 0.0 0.0 0.0
C -4.958 2.216 -3.126 0.0 0.0 0.0
C -3.743 1.917 -2.531 0.0 0.1 -0.1
C -3.607 0.801 -1.715 0.0 0.0 0.1
C -4.705 -0.026 -1.505 0.0 0.0 0.0
C -5.923 0.255 -2.100 0.0 0.0 0.0
C -2.303 0.492 -1.054 -0.2 0.0 -0.2
O -2.316 -0.362 -0.100 0.0 -0.3 0.0
O -1.242 1.040 -1.425 0.0 -0.1 0.0
H -5.070 3.087 -3.757 0.0 0.0 0.0
H -2.896 2.566 -2.704 0.0 0.0 0.0
H -4.597 -0.904 -0.884 0.0 0.0 0.0
H -6.775 -0.392 -1.949 0.0 0.0 0.0
C 8.500 -0.823 -0.207 0.0 0.0 0.0
C 7.939 -0.221 1.052 0.0 0.0 0.0
C 8.458 -0.536 2.303 0.0 0.0 0.0
C 7.922 0.000 3.464 0.0 0.0 0.0
C 6.857 0.888 3.396 -0.1 0.0 0.0
N 6.330 1.413 4.604 -0.1 -0.2 0.0
C 5.098 1.976 4.836 0.1 0.1 -0.2
O 4.938 2.849 5.662 0.0 0.0 0.1
N 4.022 1.552 4.057 0.0 -0.1 0.0
C 3.701 0.291 3.534 0.1 0.0 0.0
C 4.353 -0.899 3.847 -0.1 0.1 0.0
C 3.939 -2.069 3.234 0.0 0.0 0.0
C 2.882 -2.034 2.341 0.0 0.0 0.0
N 2.234 -0.905 2.064 0.0 -0.2 -0.1
C 2.634 0.217 2.643 0.0 0.0 -0.1
C 6.346 1.239 2.151 0.0 0.1 0.0
C 6.877 0.677 1.002 0.0 0.0 0.0
H 9.364 -1.451 0.006 0.0 0.0 0.0
H 8.815 -0.047 -0.907 0.0 0.0 0.0
H 7.755 -1.439 -0.714 0.0 0.0 0.0
H 9.292 -1.223 2.376 0.0 0.0 0.0
H 8.330 -0.278 4.430 0.0 0.0 0.0
H 6.997 1.673 5.313 0.0 0.1 0.0
H 3.244 2.183 4.174 0.0 0.0 0.1
H 5.158 -0.917 4.564 0.1 0.0 0.1
H 4.434 -3.005 3.456 0.0 0.0 0.0
H 2.534 -2.928 1.839 0.0 0.0 0.0
H 2.077 1.117 2.388 0.0 0.0 0.0
H 5.535 1.953 2.085 0.0 0.0 0.0
H 6.462 0.955 0.039 0.0 0.0 0.0
C 5.052 2.171 -3.176 0.0 0.0 0.0
C 4.163 3.190 -2.471 0.0 0.0 0.0
C 4.319 4.554 -3.148 0.0 0.1 0.1
C 4.569 3.282 -0.999 0.0 0.0 0.0
Sb 2.104 2.415 -2.521 0.3 -0.2 -0.3
C 0.811 3.860 -1.463 0.2 -0.2 -0.1
C 1.487 5.223 -1.548 -0.1 0.1 0.1
C -0.544 3.921 -2.149 0.0 0.1 0.0
C 0.697 3.379 -0.024 0.0 0.1 0.0
C 1.487 1.868 -4.574 -0.1 0.0 0.3
C 2.105 0.519 -4.912 0.0 0.0 -0.1
C -0.035 1.769 -4.627 0.0 -0.1 0.0
C 2.005 2.958 -5.503 -0.1 0.0 -0.1
H 6.094 2.479 -3.047 0.0 0.0 0.0
H 4.861 2.117 -4.248 0.0 0.0 0.0
H 4.959 1.176 -2.751 0.0 -0.1 0.0
H 5.390 4.745 -3.264 0.0 0.0 0.0
H 3.914 5.367 -2.549 0.0 -0.1 -0.1
H 3.880 4.602 -4.142 0.0 0.0 -0.1
H 5.608 3.625 -0.949 0.0 0.0 0.0
H 4.522 2.314 -0.498 0.0 0.0 0.0
H 3.968 3.998 -0.437 0.0 0.0 0.0
H 1.662 5.544 -2.575 0.0 0.0 0.0
H 2.419 5.277 -0.988 0.0 0.0 0.0
H 0.798 5.947 -1.101 0.0 0.0 0.0
H -0.472 4.362 -3.143 0.0 0.0 0.0
H -1.183 4.578 -1.549 0.0 0.0 0.0
H -1.017 2.944 -2.202 0.1 0.1 0.0
H 1.672 3.307 0.466 0.0 0.0 0.0
H 0.189 2.418 0.038 0.0 0.0 0.0
H 0.102 4.110 0.533 0.0 0.0 0.0
H 1.677 -0.284 -4.312 0.0 0.0 0.0
H 3.189 0.503 -4.806 0.0 0.0 0.0
H 1.877 0.307 -5.962 0.0 0.0 0.0
H -0.441 1.146 -3.827 0.0 0.0 0.0
H -0.300 1.300 -5.580 0.0 0.0 0.0
H -0.514 2.744 -4.600 0.0 0.0 0.0
H 3.093 2.986 -5.552 0.0 0.0 0.0
H 1.632 3.950 -5.239 0.0 0.0 0.0
H 1.640 2.734 -6.510 0.0 0.0 0.0
```
Positions in Å, forces in eV/Å.

***

# 2
The following is a quantum chemistry calculation of 11 unconnected molecules or ions with the total composition C51H66F6N11O4P in a non-equilibrium geometry, from the OMol25 dataset.

Properties
Orbital gap ... 7.2 eV
SMILES ... [H]/N=C\C[PH2](OCCCC)C(=O)C(F)(F)C(F)(F)C(F)(F)C(=O)O.c1cc[nH]c1.c1cc[nH]c1.c1cc[nH]c1.c1cc[nH]c1.c1cc[nH]c1.c1cc[nH]c1.c1cc[nH]c1.c1cc[nH]c1.c1cc[nH]c1.c1cc[nH]c1
Total energy ... -3826.5908 Ha
LUMO ... -0.84 eV

```
139
Properties=species:S:1:pos:R:3:forces:R:3
H 3.535 -0.451 2.981 0.3 -0.1 0.1
N 3.168 0.470 3.219 -0.4 -0.2 -0.1
C 2.162 0.690 2.485 0.5 -0.1 0.1
C 1.579 -0.241 1.462 -0.5 0.7 -0.1
P 2.219 0.016 -0.262 0.9 0.0 0.3
O 3.819 0.297 0.270 -0.5 -0.2 -0.3
C 4.808 -0.657 -0.090 0.3 0.2 0.7
C 4.616 -2.052 0.517 -0.2 -0.5 -1.0
C 4.759 -3.186 -0.535 0.3 -0.1 0.8
C 6.057 -4.003 -0.388 -0.4 0.0 -0.4
C 0.439 -0.234 -0.997 -0.1 0.6 -0.1
O -0.170 0.695 -1.468 0.2 -0.6 0.1
C -0.214 -1.659 -1.025 0.1 0.5 -0.3
F -0.636 -1.949 -2.274 0.1 0.1 0.0
F 0.728 -2.571 -0.667 0.0 -0.2 0.0
C -1.408 -1.811 -0.077 -0.3 0.3 0.2
F -0.957 -1.878 1.197 0.0 0.0 -0.3
F -2.180 -0.703 -0.189 0.0 -0.4 0.1
C -2.286 -3.069 -0.325 -0.2 -0.2 0.4
F -3.050 -3.239 0.778 0.0 0.1 -0.2
F -3.107 -2.882 -1.375 0.2 0.0 0.0
C -1.439 -4.348 -0.497 1.1 -1.1 1.1
O -1.018 -4.938 0.472 -0.8 1.0 -1.4
O -1.159 -4.689 -1.784 -0.3 0.3 0.7
H 1.650 1.636 2.623 -0.2 0.3 -0.1
H 0.519 -0.005 1.432 -0.2 -0.1 -0.1
H 1.654 -1.267 1.797 0.3 -0.3 -0.2
H 2.677 -0.972 -1.165 0.0 -0.1 0.1
H 2.184 1.336 -0.725 -0.5 0.0 -0.1
H 5.744 -0.253 0.279 0.2 0.2 0.0
H 4.916 -0.701 -1.169 -0.2 -0.1 -0.4
H 5.319 -2.236 1.316 0.2 0.1 0.3
H 3.630 -2.168 0.952 -0.3 0.3 0.2
H 3.915 -3.857 -0.422 -0.2 -0.2 0.0
H 4.691 -2.777 -1.533 0.0 0.1 -0.3
H 6.658 -3.918 -1.285 0.3 0.0 -0.1
H 5.835 -5.053 -0.253 0.0 -0.3 0.0
H 6.648 -3.687 0.461 0.2 0.1 0.2
H -1.820 -5.334 -2.051 0.0 -0.3 -0.5
C 3.292 -7.843 1.198 0.0 0.0 0.0
C 2.427 -8.612 0.375 0.0 0.0 0.0
C 1.253 -7.916 0.257 0.0 0.0 0.0
N 1.373 -6.760 0.973 0.1 0.0 0.1
C 2.611 -6.707 1.551 0.0 0.0 0.0
H 4.295 -8.095 1.498 0.0 0.0 0.0
H 2.642 -9.566 -0.076 0.0 0.0 0.0
H 0.346 -8.145 -0.277 0.0 0.0 0.0
H 0.660 -6.057 1.059 0.0 -0.1 -0.1
H 2.903 -5.869 2.161 0.0 0.0 0.0
C -4.576 3.890 -0.366 -0.1 0.0 -0.1
C -3.252 3.806 -0.883 -0.1 0.1 0.0
C -2.903 2.484 -0.897 0.1 -0.1 0.0
N -3.960 1.769 -0.405 -0.1 0.0 -0.1
C -4.991 2.611 -0.097 0.1 0.0 0.1
H -5.156 4.786 -0.214 0.0 0.0 0.1
H -2.630 4.624 -1.208 0.0 0.0 0.0
H -2.001 1.992 -1.216 0.0 0.0 0.0
H -3.980 0.771 -0.309 0.0 -0.1 0.0
H -5.920 2.234 0.294 0.0 0.0 0.0
C 8.204 -1.764 4.486 0.0 0.0 0.0
C 9.398 -2.415 4.074 0.0 0.0 0.0
C 9.683 -1.983 2.807 0.0 0.0 0.0
N 8.707 -1.098 2.437 0.0 0.0 0.0
C 7.803 -0.957 3.456 -0.1 0.0 -0.1
H 7.699 -1.874 5.431 0.0 0.0 0.0
H 9.981 -3.118 4.644 0.0 0.0 0.0
H 10.492 -2.227 2.141 0.0 0.0 0.0
H 8.663 -0.624 1.555 0.0 0.0 0.0
H 6.958 -0.296 3.360 0.0 0.0 0.0
C -1.666 7.154 0.357 -0.1 0.0 0.0
C -1.284 8.325 1.066 0.0 0.0 0.0
C -0.888 7.935 2.315 0.1 -0.1 0.1
N -1.017 6.572 2.388 0.0 0.1 -0.2
C -1.490 6.090 1.199 -0.1 0.0 0.1
H -2.030 7.102 -0.656 0.0 0.0 0.0
H -1.299 9.337 0.699 0.0 0.0 0.0
H -0.528 8.510 3.152 0.0 0.0 0.0
H -0.802 6.006 3.185 0.0 -0.1 0.0
H -1.662 5.037 1.056 0.0 0.0 0.0
C -0.639 6.721 8.045 0.0 0.0 0.0
C -1.069 5.457 7.557 -0.1 0.2 0.0
C -0.915 5.471 6.198 -0.1 0.2 0.0
N -0.411 6.695 5.847 0.0 -0.1 0.1
C -0.237 7.461 6.967 0.0 0.0 0.0
H -0.625 7.047 9.071 0.0 0.0 0.0
H -1.446 4.633 8.139 -0.1 0.1 0.0
H -1.120 4.717 5.456 -0.1 0.1 0.1
H -0.194 6.990 4.916 0.1 0.1 0.0
H 0.155 8.460 6.900 0.0 0.0 0.0
C 1.448 1.643 7.930 0.0 0.0 0.0
C 0.497 2.575 7.434 0.0 -0.1 0.1
C 0.593 2.561 6.067 0.1 -0.1 -0.1
N 1.562 1.659 5.720 -0.2 0.1 0.0
C 2.087 1.096 6.848 0.0 0.0 0.0
H 1.641 1.404 8.962 0.0 0.0 0.0
H -0.177 3.186 8.011 0.2 -0.2 -0.1
H 0.056 3.114 5.316 0.1 -0.1 0.0
H 1.850 1.442 4.784 0.2 0.0 0.1
H 2.868 0.358 6.784 0.0 0.0 0.0
C -7.418 6.478 -4.629 0.0 0.0 0.0
C -8.394 6.241 -3.623 0.0 0.0 0.0
C -7.794 5.498 -2.642 0.0 0.0 0.0
N -6.498 5.276 -3.016 0.0 0.0 0.0
C -6.260 5.870 -4.223 0.0 0.0 0.0
H -7.552 7.031 -5.543 0.0 0.0 0.0
H -9.416 6.578 -3.621 0.0 0.0 0.0
H -8.176 5.110 -1.714 0.0 0.0 0.0
H -5.823 4.754 -2.484 0.0 0.0 0.0
H -5.291 5.811 -4.689 0.0 0.0 0.0
C -3.440 -5.733 -6.367 0.0 0.0 0.0
C -3.519 -7.154 -6.386 0.0 0.0 0.0
C -3.691 -7.572 -5.095 0.0 0.0 0.0
N -3.718 -6.459 -4.296 0.1 0.0 0.0
C -3.566 -5.333 -5.065 0.0 0.0 0.1
H -3.304 -5.083 -7.215 0.0 0.0 0.0
H -3.455 -7.793 -7.250 0.0 0.0 0.0
H -3.797 -8.558 -4.677 0.0 0.0 0.0
H -3.837 -6.470 -3.302 -0.2 0.0 0.0
H -3.562 -4.352 -4.622 0.0 0.0 0.0
C 1.461 5.601 -0.171 0.1 0.1 -0.1
C 2.822 6.007 -0.096 0.0 0.0 0.0
C 3.574 4.885 0.131 0.0 0.0 0.0
N 2.721 3.818 0.196 0.0 0.0 0.0
C 1.431 4.245 0.009 0.0 0.0 0.1
H 0.604 6.233 -0.335 0.1 0.0 0.0
H 3.203 7.009 -0.195 0.0 0.0 0.0
H 4.635 4.755 0.253 0.0 0.0 0.0
H 2.997 2.869 0.365 0.2 0.0 0.1
H 0.607 3.550 0.022 0.0 0.0 0.0
C -5.185 -5.611 -11.035 0.0 0.0 0.0
C -5.264 -7.029 -11.054 0.0 0.0 0.0
C -5.433 -7.444 -9.759 0.0 0.0 0.0
N -5.457 -6.334 -8.962 -0.1 0.0 -0.1
C -5.310 -5.213 -9.730 0.0 0.0 0.0
H -5.053 -4.958 -11.882 0.0 0.0 0.0
H -5.203 -7.669 -11.917 0.0 0.0 0.0
H -5.538 -8.430 -9.340 0.0 0.0 0.0
H -5.562 -6.341 -7.964 0.0 0.0 0.0
H -5.306 -4.233 -9.285 0.0 0.0 0.0
```
Positions in Å, forces in eV/Å.

***

# 3
The following is a quantum chemistry calculation of a molecular structure, C51H69F6N3NbO in a non-equilibrium geometry, from the OMol25 dataset.

Properties
Orbital gap ... 6.7 eV
Net charge ... -1
Total energy ... -2880.1993 Ha
LUMO ... 2.05 eV

```
131
Properties=species:S:1:pos:R:3:forces:R:3
C -5.777 -0.541 -2.212 0.2 0.2 -1.2
C -5.270 0.402 -3.373 -0.4 -0.5 0.9
C -4.417 1.617 -2.874 -0.4 -0.4 -1.0
C -3.190 1.809 -3.826 0.3 1.4 0.5
C -1.793 1.806 -3.116 0.0 -1.0 -0.4
C -1.622 0.643 -2.032 -0.1 1.9 -0.4
Nb 0.421 -0.332 -2.010 -3.0 -1.7 2.6
C -0.208 -2.275 -2.976 -0.1 -0.4 -0.6
C -1.711 -2.531 -3.306 0.3 -1.9 -1.0
N -2.321 -1.587 -4.268 0.2 0.3 0.2
N -1.750 -3.863 -4.008 0.2 -0.1 0.8
N -2.561 -2.736 -2.126 0.2 1.0 -0.2
O 0.017 -1.222 -0.120 1.5 1.1 -2.0
C 1.213 -1.367 0.665 -1.1 -1.1 0.5
C 0.860 -2.276 1.890 -0.4 -0.3 -0.8
C 0.832 -3.786 1.467 0.4 0.7 -0.2
C -0.529 -1.950 2.532 1.0 -0.2 1.6
C -0.303 -1.715 4.078 -1.0 1.1 -0.4
C -1.563 -2.112 4.929 0.6 -0.2 0.0
C 0.031 -0.195 4.302 0.0 -0.8 0.6
H -5.051 -0.610 -1.384 -0.4 0.2 -0.3
H -6.770 -0.178 -1.895 0.5 -0.4 0.3
H -5.847 -1.560 -2.646 -0.3 0.5 0.5
H -4.721 -0.245 -4.080 0.1 0.5 0.4
H -6.170 0.757 -3.922 0.5 -0.1 0.2
H -5.070 2.518 -2.897 0.5 -0.4 0.0
H -4.114 1.501 -1.817 0.0 -0.2 -0.6
H -3.162 1.085 -4.660 -0.3 0.1 0.6
H -3.312 2.809 -4.311 0.2 -0.6 0.1
H -1.540 2.797 -2.693 -0.2 -0.5 0.0
H -1.041 1.615 -3.909 -0.4 0.4 0.3
H -1.732 1.167 -1.050 0.1 -0.6 -0.4
H -2.491 -0.039 -2.116 0.6 0.0 0.1
H 2.139 -0.974 -1.972 0.5 0.3 -0.3
H 1.068 1.173 -1.218 0.6 0.5 -0.1
H 0.810 0.323 -3.684 0.2 -0.1 0.4
H 0.381 -2.415 -3.916 -0.5 0.1 0.4
H 0.109 -3.108 -2.303 -0.2 0.5 -0.3
H -1.704 -0.802 -4.413 -0.1 0.3 0.3
H -2.353 -2.039 -5.175 0.0 0.0 0.1
H -2.692 -4.054 -4.336 0.1 0.1 -0.3
H -1.077 -3.860 -4.765 -0.2 0.0 -0.1
H -2.897 -3.686 -2.100 0.3 0.0 0.2
H -2.072 -2.486 -1.275 0.0 -0.2 0.0
H 1.577 -0.363 0.959 0.0 -0.5 0.0
H 1.979 -1.921 0.083 -0.1 0.6 0.3
H 1.692 -2.163 2.620 -0.5 0.0 -0.2
H -0.008 -3.983 0.771 0.4 0.1 0.4
H 0.754 -4.438 2.359 0.0 0.2 -0.4
H 1.770 -4.014 0.924 -0.4 -0.1 0.3
H -1.217 -2.811 2.436 0.4 0.4 -0.3
H -1.021 -1.058 2.110 0.3 -0.4 0.0
H 0.564 -2.297 4.442 -0.4 0.1 -0.3
H -1.305 -3.028 5.498 -0.3 0.5 -0.1
H -2.442 -2.367 4.307 0.4 0.4 0.3
H -1.810 -1.307 5.649 -0.1 -0.5 -0.4
H 1.076 0.022 4.010 -0.6 0.1 0.0
H -0.078 -0.002 5.393 0.3 0.2 -0.6
H -0.674 0.462 3.755 0.4 -0.4 0.2
F 0.692 -4.654 -7.042 0.0 0.1 0.0
C 0.161 -5.886 -7.062 -0.2 -0.5 0.0
C 0.530 -6.798 -6.089 0.2 0.1 0.2
C -0.024 -8.071 -6.107 -0.1 0.1 -0.2
C -0.930 -8.421 -7.102 0.0 -0.1 0.0
C -1.288 -7.496 -8.075 0.1 0.0 0.2
C -0.744 -6.218 -8.053 0.0 0.1 -0.1
H 1.243 -6.509 -5.327 -0.1 0.1 0.0
H 0.251 -8.790 -5.347 0.0 0.0 0.0
H -1.359 -9.416 -7.116 0.0 0.0 0.0
H -1.992 -7.769 -8.851 0.0 0.0 0.0
H -1.018 -5.482 -8.798 0.0 0.0 0.0
F -3.381 2.812 0.028 0.1 0.1 0.0
C -4.325 2.747 0.973 -0.3 -0.1 0.3
C -4.227 1.780 1.958 0.2 -0.2 0.1
C -5.204 1.715 2.942 -0.1 0.2 -0.2
C -6.270 2.608 2.925 0.0 0.0 0.1
C -6.356 3.571 1.927 0.2 -0.2 0.1
C -5.376 3.646 0.946 0.0 0.1 -0.1
H -3.394 1.088 1.948 0.0 0.0 -0.1
H -5.136 0.967 3.722 0.0 0.0 0.0
H -7.033 2.553 3.692 0.0 0.0 0.0
H -7.188 4.264 1.911 0.0 0.0 0.0
H -5.421 4.394 0.165 0.0 -0.1 0.0
F 4.356 -0.201 0.219 0.0 0.0 0.1
C 5.212 -0.226 -0.811 0.3 0.0 -0.4
C 6.156 0.779 -0.928 0.0 0.1 0.1
C 7.048 0.752 -1.992 -0.1 -0.2 -0.1
C 6.980 -0.271 -2.930 0.1 0.0 0.0
C 6.023 -1.272 -2.802 0.1 0.2 0.2
C 5.136 -1.253 -1.734 -0.1 -0.2 0.0
H 6.188 1.572 -0.191 0.0 0.0 0.0
H 7.796 1.529 -2.090 0.0 0.0 0.0
H 7.674 -0.289 -3.762 0.0 0.0 0.0
H 5.966 -2.066 -3.535 0.0 0.0 0.0
H 4.389 -2.026 -1.616 -0.1 0.1 0.0
F 4.372 3.931 7.881 0.1 0.0 0.0
C 3.288 3.688 7.115 -0.5 -0.1 -0.4
C 3.462 3.271 5.807 0.2 0.0 0.0
C 2.345 3.017 5.022 -0.1 0.1 0.2
C 1.071 3.191 5.550 -0.1 0.0 0.0
C 0.911 3.614 6.864 0.2 -0.1 -0.2
C 2.026 3.860 7.655 0.1 0.1 0.2
H 4.463 3.149 5.412 0.0 0.0 0.0
H 2.468 2.683 4.000 0.0 0.0 0.0
H 0.202 2.995 4.935 0.0 0.0 0.0
H -0.081 3.753 7.272 0.0 0.0 0.0
H 1.922 4.183 8.684 0.0 0.0 0.0
F 6.264 5.826 14.680 0.0 0.0 0.1
C 5.778 5.419 13.491 -0.2 -0.2 -0.5
C 6.150 6.093 12.342 0.1 0.2 0.0
C 5.652 5.669 11.116 -0.1 -0.2 0.2
C 4.782 4.587 11.056 -0.1 0.0 0.0
C 4.414 3.923 12.220 0.2 0.2 0.0
C 4.919 4.337 13.446 0.0 -0.1 0.2
H 6.822 6.939 12.410 0.0 0.0 0.0
H 5.941 6.183 10.209 0.0 0.0 0.0
H 4.393 4.262 10.101 0.0 0.0 0.0
H 3.734 3.082 12.173 0.0 0.0 0.0
H 4.650 3.827 14.363 0.0 0.0 0.0
F -0.401 -0.200 -5.853 0.1 0.1 -0.4
C -0.491 0.591 -6.931 0.0 0.2 -0.3
C -0.126 1.921 -6.826 0.1 0.2 0.2
C -0.216 2.737 -7.946 -0.1 -0.3 -0.1
C -0.679 2.219 -9.151 0.0 0.1 0.0
C -1.046 0.881 -9.238 0.1 0.2 0.2
C -0.947 0.059 -8.124 -0.1 -0.2 0.0
H 0.225 2.307 -5.877 0.0 -0.1 0.0
H 0.073 3.778 -7.879 0.0 0.0 0.0
H -0.753 2.859 -10.022 0.0 0.0 0.0
H -1.410 0.479 -10.175 0.0 0.0 0.0
H -1.221 -0.987 -8.174 0.0 0.0 0.1
```
Positions in Å, forces in eV/Å.